7
Properties=species:S:1:pos:R:3 method="wB97M-V/def2-TZVPD" charge=0 homo_energy_ha="-0.387 / -0.315" e_lumo_ev="-0.22 / -0.53" multiplicity=1 orbital_gap_ev="10.304 / 8.029"
F 0.58 -1.84 -0.93
F -0.81 1.78 -0.13
F -2.02 0.04 0.17
N -1.29 0.69 -0.78
N 1.49 -0.37 0.61
C 0.73 -0.77 -0.23
H 1.34 0.47 1.28

20
Properties=species:S:1:pos:R:3 method="wB97M-V/def2-TZVPD" smiles="CC(N)=O.CCC" charge=0 homo_energy_ha=-0.360 e_lumo_ev=0.76 multiplicity=1 orbital_gap_ev=10.560
O -1.70 -1.73 2.57
N 0.47 -1.37 2.03
C 1.32 1.64 -1.94
C -0.80 -1.78 1.76
C -0.51 1.00 -0.25
C -1.04 -2.37 0.36
C 0.38 2.14 -0.82
H 1.91 2.43 -2.41
H -1.72 -1.78 -0.24
H 0.67 1.15 -2.67
H 1.02 2.60 -0.05
H -0.54 1.19 0.82
H -1.49 1.21 -0.67
H -0.16 0.00 -0.47
H -0.26 2.92 -1.21
H -1.42 -3.35 0.62
H 0.74 -1.00 2.93
H -0.11 -2.43 -0.21
H 1.20 -1.39 1.34
H 2.03 0.93 -1.52

54
Properties=species:S:1:pos:R:3 method="wB97M-V/def2-TZVPD" charge=+1 homo_energy_ha=-0.383 e_lumo_ev=-4.39 multiplicity=1 orbital_gap_ev=6.044
N -3.48 3.98 -5.41
N -3.39 0.95 -1.17
C -0.51 2.46 -0.47
C -2.41 -2.42 -0.01
C -2.70 -0.98 1.91
C -4.49 4.07 -6.45
C -3.44 2.99 -4.49
C -0.70 2.53 -1.88
C -1.78 4.52 -4.02
C 3.21 3.24 -0.18
C 1.86 2.92 -0.73
C -2.64 -1.34 -0.87
C -2.39 3.26 -3.56
C 0.46 2.67 -2.68
C -2.18 -3.41 2.28
C -0.37 6.46 -4.34
C -0.75 5.34 -3.57
C -2.15 6.04 -5.93
C -2.92 0.11 1.07
C -2.98 -0.10 -0.32
C -2.47 4.92 -5.18
C 0.75 2.68 0.08
C 1.70 2.87 -2.12
C -4.39 1.87 -4.52
C -2.42 -2.25 1.38
C -1.06 6.82 -5.51
C -1.98 2.40 -2.55
H -3.98 1.02 -3.97
H -5.35 2.15 -4.06
H -2.56 -1.47 -1.95
H 0.90 2.67 1.16
H 3.97 2.55 -0.56
H -3.59 1.83 -0.69
H -2.87 -4.24 2.06
H -3.09 1.10 1.49
H 0.48 7.06 -4.02
H 0.36 2.61 -3.76
H -4.27 4.94 -7.07
H -2.76 -0.87 3.00
H -1.35 2.25 0.19
H -4.48 3.16 -7.07
H -2.32 -3.11 3.33
H -4.18 0.70 -1.77
H -2.22 -3.43 -0.40
H 3.21 3.20 0.92
H 3.52 4.25 -0.48
H -2.72 6.28 -6.83
H -0.26 5.11 -2.63
H 2.57 3.02 -2.76
H -2.42 1.40 -2.56
H -0.75 7.69 -6.08
H -1.16 -3.79 2.15
H -5.50 4.18 -6.02
H -4.59 1.55 -5.56

54
Properties=species:S:1:pos:R:3 method="wB97M-V/def2-TZVPD" charge=0 homo_energy_ha=-0.321 e_lumo_ev=-0.24 multiplicity=1 orbital_gap_ev=8.494
K 0.67 -0.50 -1.68
S -0.85 0.11 2.09
S -3.19 0.41 -2.71
S 2.91 -2.82 0.98
S 4.48 0.92 -0.90
F 3.85 2.47 -2.98
F 5.84 2.84 -2.15
F 5.48 1.05 -3.35
O -3.38 1.48 -1.77
O 1.84 -2.53 0.05
O 4.54 1.91 0.15
O -1.99 -0.38 -2.59
O 4.03 -3.60 0.54
O -0.39 -0.17 0.76
O 5.46 -0.13 -0.83
O -0.84 -0.93 3.08
O 3.14 0.48 -1.23
C -4.87 0.83 -4.65
C 2.46 -2.59 3.58
C 3.72 -1.77 3.20
C 0.03 1.54 2.72
C 4.94 1.88 -2.43
C -4.66 -0.63 -2.69
C -2.46 0.89 1.97
C 3.48 -1.33 1.79
C -5.19 -0.57 -4.12
C -2.29 2.28 2.57
C -0.84 2.73 2.35
C 2.23 -3.61 2.47
C -3.38 1.01 -4.38
H -5.07 0.92 -5.72
H 2.68 -0.59 1.69
H -2.49 2.27 3.65
H -2.81 0.35 -5.04
H -2.68 0.95 0.90
H -4.37 -1.63 -2.38
H -6.26 -0.81 -4.14
H 2.84 -4.50 2.60
H -3.20 0.27 2.48
H 1.62 -1.90 3.62
H 0.06 1.40 3.80
H -5.31 -0.17 -1.96
H 4.64 -2.36 3.25
H -5.45 1.61 -4.16
H 3.84 -0.95 3.91
H -2.98 2.02 -4.42
H -3.03 2.94 2.12
H 1.03 1.50 2.30
H 1.20 -3.88 2.27
H -4.66 -1.31 -4.73
H -0.65 3.05 1.32
H 2.57 -3.06 4.56
H 4.32 -0.96 1.20
H -0.60 3.57 3.00

no.,calculated total energy (eV)
1,-12178.667
2,-8933.683
3,-29336.771
4,-100117.618